Here is a cluster of 4 separate species, C45H59N2O15 in total from the OMol25 dataset. Energies are from ωB97M-V/def2-TZVPD.

```
121
Properties=species:S:1:pos:R:3:forces:R:3:lowdin_charge:R:1
C 1.640 -3.788 2.953 -0.011 -0.053 -0.368 -0.095
C 1.683 -3.104 1.577 -0.456 0.210 0.093 -0.232
C 0.735 -1.879 1.490 0.232 -0.442 -0.091 -0.205
C -0.486 -2.156 0.607 0.220 0.493 -0.106 -0.199
C -0.209 -1.932 -0.905 -0.216 -0.290 0.533 -0.183
C -0.381 -3.167 -1.803 0.234 -0.083 -0.086 -0.208
C 0.845 -3.621 -2.613 0.011 -0.017 -0.102 -0.196
C 1.700 -2.528 -3.265 -0.177 -0.208 0.081 -0.203
C 0.915 -1.503 -4.102 0.259 0.086 -0.026 -0.182
C 1.365 -0.041 -3.878 -0.237 -0.199 0.024 -0.179
C 0.362 0.811 -3.068 0.560 0.068 -0.263 -0.204
C 1.040 1.528 -1.893 -0.560 -0.243 0.025 -0.195
C 0.093 1.919 -0.760 0.093 0.400 -0.302 -0.206
C -1.195 2.609 -1.204 -0.331 -0.478 0.523 -0.170
C -2.144 2.835 0.010 0.271 -0.021 -0.429 -0.090
C -3.273 1.856 0.054 0.103 0.100 0.099 -0.168
C -4.578 2.183 0.350 -0.249 -0.097 0.040 0.096
C -5.561 1.203 0.355 0.125 0.183 -0.283 -0.022
C -6.967 1.642 0.665 -0.146 0.285 0.090 -0.473
O -7.223 2.233 1.670 -0.059 -0.214 0.078 0.187
O -7.852 1.347 -0.313 0.449 -0.776 0.107 0.133
C -5.249 -0.137 0.099 -0.091 0.037 -0.236 -0.096
C -6.283 -1.236 0.102 0.170 0.145 0.354 -0.089
C -5.706 -2.628 0.366 -0.310 0.025 0.018 -0.185
N -5.227 -3.278 -0.856 0.076 -0.065 0.270 -0.102
C -4.732 -4.645 -0.549 0.275 -0.264 -0.387 -0.213
C -3.512 -4.993 -1.395 -0.401 0.393 0.038 -0.062
C -6.318 -3.363 -1.819 0.104 -0.024 -0.212 -0.486
C -6.025 -2.788 -3.176 -0.066 0.443 0.391 0.020
O -7.377 -3.840 -1.524 -0.132 0.023 0.090 0.137
C -3.932 -0.416 -0.184 0.004 -0.080 0.072 0.045
N -3.010 0.560 -0.196 -0.041 0.117 0.000 0.173
H 2.475 -3.463 3.570 -0.045 -0.025 0.161 0.075
H 0.711 -3.546 3.461 -0.022 0.014 0.130 0.039
H 1.672 -4.872 2.853 0.217 -0.030 0.065 0.070
H 2.693 -2.789 1.325 0.112 -0.175 -0.007 0.102
H 1.360 -3.824 0.822 0.168 -0.002 -0.148 0.094
H 0.398 -1.606 2.489 0.102 0.065 0.079 0.098
H 1.298 -1.038 1.077 -0.166 0.212 0.058 0.098
H -1.282 -1.473 0.929 -0.152 -0.133 0.042 0.081
H -0.834 -3.175 0.781 -0.143 -0.017 0.083 0.108
H 0.793 -1.513 -0.988 0.025 0.062 -0.204 0.100
H -0.902 -1.159 -1.245 0.110 0.086 -0.208 0.063
H -0.677 -4.013 -1.179 -0.034 -0.008 -0.037 0.089
H -1.210 -3.010 -2.496 -0.044 0.063 0.002 0.095
H 1.500 -4.231 -1.988 0.014 0.024 0.085 0.108
H 0.475 -4.294 -3.391 0.023 -0.048 -0.023 0.113
H 2.431 -3.038 -3.894 0.113 0.078 0.005 0.112
H 2.281 -2.025 -2.490 -0.028 0.104 0.015 0.097
H 1.024 -1.735 -5.161 -0.051 -0.155 -0.009 0.108
H -0.147 -1.612 -3.879 -0.087 0.152 -0.058 0.092
H 1.565 0.426 -4.841 -0.017 0.092 -0.006 0.107
H 2.316 -0.054 -3.344 0.100 0.016 -0.060 0.099
H -0.070 1.556 -3.739 -0.254 -0.013 0.074 0.113
H -0.444 0.157 -2.735 -0.087 0.089 0.119 0.076
H 1.538 2.420 -2.272 0.236 -0.026 0.088 0.121
H 1.781 0.856 -1.460 0.240 0.165 -0.046 0.107
H 0.623 2.599 -0.090 0.013 -0.147 0.198 0.100
H -0.163 1.023 -0.180 0.066 -0.044 0.085 0.097
H -1.715 1.955 -1.906 0.024 0.206 -0.308 0.102
H -1.006 3.555 -1.706 0.107 0.016 -0.033 0.127
H -2.543 3.845 -0.012 -0.156 -0.022 0.162 0.126
H -1.577 2.716 0.937 0.020 0.148 0.070 0.136
H -4.844 3.205 0.577 0.053 0.052 -0.016 0.149
H -8.659 0.987 0.082 -0.301 0.542 -0.025 0.146
H -6.839 -1.177 -0.834 -0.082 -0.135 -0.017 0.128
H -7.004 -1.026 0.893 -0.027 0.054 -0.009 0.134
H -6.461 -3.224 0.888 -0.074 -0.090 -0.126 0.132
H -4.862 -2.537 1.052 0.053 -0.070 0.037 0.125
H -5.513 -5.382 -0.743 -0.156 0.023 0.205 0.121
H -4.495 -4.713 0.512 0.044 0.158 0.051 0.117
H -2.805 -4.166 -1.362 0.093 -0.154 0.075 0.037
H -3.047 -5.911 -1.046 0.079 -0.056 -0.047 0.084
H -3.816 -5.117 -2.435 0.108 -0.110 -0.073 0.076
H -5.562 -3.535 -3.818 -0.015 -0.052 -0.067 0.093
H -5.339 -1.950 -3.063 0.141 -0.068 -0.103 0.076
H -6.955 -2.422 -3.602 -0.037 -0.240 -0.236 0.091
H -3.601 -1.419 -0.420 0.092 -0.005 -0.041 0.138
H -2.048 0.308 -0.408 0.030 -0.071 -0.038 0.127
C -1.923 -3.967 6.389 0.037 0.053 -0.144 0.069
C -2.381 -4.382 7.581 -0.049 -0.052 -0.106 -0.234
C -1.824 -3.855 8.884 0.192 0.167 0.073 -0.309
O -2.323 -4.285 9.905 -0.073 -0.078 -0.013 0.118
C -0.745 -2.887 8.836 -0.036 -0.023 0.123 0.079
C -0.288 -2.478 7.645 0.041 0.015 0.110 -0.233
C -0.862 -2.986 6.345 -0.164 -0.180 -0.045 -0.308
O -0.386 -2.534 5.317 0.005 0.129 0.026 0.074
O 0.694 -1.600 7.498 -0.004 0.014 -0.005 0.120
O -3.345 -5.273 7.726 -0.002 0.012 0.001 0.125
H -2.316 -4.338 5.454 -0.016 -0.021 0.015 0.132
H -0.342 -2.527 9.771 0.013 0.016 -0.012 0.139
H 0.819 -1.489 6.536 -0.011 -0.019 -0.038 0.117
H -3.473 -5.383 8.690 0.013 0.014 0.042 0.125
C 4.211 6.640 0.674 -0.002 0.129 0.035 0.084
C 4.314 5.426 0.118 0.064 0.097 -0.005 -0.228
C 3.436 4.272 0.536 -0.167 -0.034 0.181 -0.313
O 3.594 3.214 -0.048 0.013 -0.026 -0.089 0.095
C 2.468 4.482 1.592 -0.028 -0.125 -0.084 0.061
C 2.365 5.696 2.153 -0.064 -0.106 0.042 -0.235
C 3.228 6.859 1.717 0.199 0.032 -0.172 -0.309
O 3.037 7.919 2.279 -0.073 0.004 0.081 0.119
O 1.514 5.988 3.120 -0.017 0.008 -0.014 0.121
O 5.180 5.129 -0.840 0.009 -0.034 -0.038 0.106
H 4.834 7.472 0.379 0.012 -0.015 -0.016 0.141
H 1.858 3.645 1.900 0.014 0.008 0.044 0.126
H 1.657 6.933 3.333 0.030 0.037 -0.010 0.125
H 5.046 4.187 -1.061 -0.048 -0.030 0.021 0.121
C 10.175 4.767 -4.776 0.004 -0.091 -0.106 0.075
C 10.260 5.664 -3.783 0.083 -0.033 -0.079 -0.234
C 9.107 5.937 -2.846 -0.214 -0.101 -0.016 -0.308
O 9.290 6.757 -1.966 0.088 0.053 -0.004 0.111
C 7.864 5.218 -3.048 -0.031 0.113 0.150 0.074
C 7.782 4.324 -4.040 -0.087 0.036 0.081 -0.234
C 8.941 4.034 -4.963 0.246 0.096 -0.026 -0.314
O 8.758 3.189 -5.820 -0.100 -0.042 -0.013 0.105
O 6.691 3.615 -4.306 -0.010 -0.015 0.015 0.107
O 11.343 6.381 -3.533 -0.003 0.000 0.008 0.123
H 10.996 4.563 -5.449 0.018 0.014 0.017 0.137
H 7.041 5.433 -2.381 -0.006 0.001 -0.009 0.112
H 6.923 3.051 -5.071 0.047 -0.012 -0.032 0.118
H 11.131 6.943 -2.763 -0.027 0.007 0.030 0.122
```
Forces are in eV/Å.

As for the total charge: +1. As for the lowest unoccupied orbital energy: -4.12 eV. The total energy comes out at -81307.5796 eV.